1.
C23H28ClNO2 | wB97M-V/def2-TZVPD

## Properties
- LUMO: 0.69 eV
- DFT total energy: -42412.548 eV
- HOMO-LUMO gap: 8.84 eV
- Energy above the lowest of the compared OMol25 structures with the same formula, charge and spin: 0.002 eV
- Highest occupied orbital energy: -8.145 eV

Geometry (Å):
C -1.86400 -2.61679 0.85414
O -2.55526 -1.41785 0.60628
C -3.88236 -1.47211 0.29192
C -4.61159 -2.65479 0.26889
C -5.95105 -2.65819 -0.08243
C -6.57909 -1.47860 -0.43335
C -5.85745 -0.30033 -0.42166
C -4.51582 -0.25882 -0.04954
C -3.83868 1.03248 -0.06426
C -2.77632 1.38868 0.65093
C -2.13271 2.73722 0.58688
N -0.69098 2.58311 0.50203
C 0.03809 3.82067 0.67660
C 1.52132 3.50405 0.84569
C 2.04304 2.71505 -0.35282
C 1.17316 1.48669 -0.65497
C 1.58059 0.86565 -2.00798
O 1.37083 1.70070 -3.11928
C 1.27625 0.40682 0.44671
C 2.65372 -0.14996 0.64762
C 3.55598 0.44522 1.52311
C 4.83199 -0.06509 1.68422
C 5.23591 -1.18627 0.98111
C 4.33309 -1.79095 0.12261
Cl 4.80760 -3.20650 -0.75513
C 3.05566 -1.28686 -0.04569
C -0.29176 1.93585 -0.73269
H -0.83213 -2.32562 1.04901
H -1.89323 -3.28780 -0.01068
H -2.25783 -3.13841 1.73262
H -4.14175 -3.59099 0.52631
H -6.49550 -3.59072 -0.08632
H -7.62036 -1.47615 -0.71754
H -6.34262 0.62509 -0.69746
H -4.30162 1.76931 -0.71212
H -2.30354 0.70007 1.33208
H -2.54332 3.32367 -0.25519
H -2.34939 3.28135 1.51416
H -0.33458 4.32591 1.57186
H -0.10222 4.50335 -0.18359
H 1.64923 2.92832 1.76190
H 2.08628 4.43276 0.94901
H 3.07870 2.41025 -0.18581
H 2.02394 3.38004 -1.22160
H 0.96199 -0.01449 -2.19976
H 2.63271 0.55113 -1.96007
H 1.96180 2.45879 -3.05665
H 0.90752 0.84860 1.37175
H 0.59747 -0.40216 0.17094
H 3.25616 1.31115 2.09328
H 5.52043 0.41112 2.36627
H 6.22839 -1.59044 1.10076
H 2.37126 -1.78282 -0.71658
H -0.93347 1.06557 -0.88576
H -0.41842 2.60675 -1.60114

Mulliken population analysis, charges in e, atoms 1 to 6:
1 C -0.996
2 O -0.287
3 C 0.630
4 C -0.705
5 C -0.619
6 C -0.731

2.
C23H28CrN4O2PS2 | wB97M-V/def2-TZVPD

## Properties
- Total charge: -1
- Expectation value of S²: 6.03
- LUMO (alpha / beta): 2.31 / 2.30 eV
- 2S+1: 5
- DFT total energy: -93743.371 eV
- HOMO-LUMO gap (alpha / beta): 5.92 / 6.69 eV
- Energy above the lowest of the compared OMol25 structures with the same formula, charge and spin: 0.299 eV
- Highest occupied orbital energy (alpha / beta): -3.618 / -4.397 eV

Geometry (Å):
Cr 1.11214 1.03300 0.30627
S 2.55163 0.07157 1.93130
C 3.56456 -1.01889 1.00475
C 4.43712 -1.86463 1.69753
C 5.27328 -2.76139 1.05108
C 6.14154 -3.62227 1.83468
N 6.81782 -4.29848 2.47494
C 5.25620 -2.82028 -0.34341
C 4.40551 -1.98255 -1.04730
C 3.54886 -1.07088 -0.41448
S 2.50461 -0.07033 -1.39657
C 6.10342 -3.74934 -1.06894
N 6.76480 -4.48113 -1.66105
H 4.45474 -1.82104 2.77999
H 4.39633 -2.03406 -2.12851
O 1.07433 2.75192 1.26061
N 0.29966 3.66319 0.85470
N -0.28138 3.36194 -0.23616
O -0.06595 2.21853 -0.85687
C -1.20357 4.30744 -0.82713
C -1.52945 5.48634 -0.17505
C -2.41878 6.36336 -0.77713
C -2.98100 6.06691 -2.01243
C -2.64508 4.88135 -2.64355
C -1.74979 3.99037 -2.05328
H -1.09063 5.70747 0.78680
H -2.67414 7.28523 -0.26953
H -3.67827 6.75630 -2.47391
H -3.07485 4.63654 -3.60636
H -1.46882 3.06128 -2.52734
C -0.89968 -0.37041 -2.54592
C -1.80382 -0.51225 -1.31374
C -2.84707 -1.60394 -1.57223
P -0.82048 -0.62808 0.27207
C -2.06063 -0.02901 1.54598
C -3.18424 -0.98154 1.96618
C -1.36521 0.50587 2.80415
C -0.66905 -2.43610 0.59450
C -0.07144 -2.70778 1.97878
C 0.21259 -3.09878 -0.47072
H -1.52710 -0.23922 -3.43534
H -0.27548 -1.25201 -2.70242
H -0.22850 0.48225 -2.47282
H -2.32489 0.44153 -1.18751
H -2.39617 -2.59740 -1.62069
H -3.32156 -1.42216 -2.54232
H -3.63972 -1.63527 -0.82729
H -2.51322 0.82788 1.03594
H -2.78612 -1.84970 2.49677
H -3.78214 -1.34772 1.13445
H -3.86374 -0.46920 2.65572
H -0.92267 -0.30126 3.39120
H -2.09773 1.01562 3.43881
H -0.56569 1.21271 2.58342
H -1.67672 -2.85966 0.55008
H 0.88243 -2.19008 2.10576
H 0.10058 -3.78332 2.09230
H -0.72730 -2.39200 2.79101
H 1.18333 -2.60108 -0.54395
H -0.23745 -3.08017 -1.46412
H 0.38408 -4.14518 -0.20166

Mulliken population analysis, charges in e, atoms 1 to 6:
1 Cr -0.101
2 S -0.445
3 C 0.498
4 C -0.913
5 C 0.605
6 C -0.126

3.
C23H28FN3O3 | wB97M-V/def2-TZVPD

## Properties
- LUMO: 0.49 eV
- DFT total energy: -37636.741 eV
- HOMO-LUMO gap: 9.43 eV
- Energy above the lowest of the compared OMol25 structures with the same formula, charge and spin: 0.000 eV
- Highest occupied orbital energy: -8.942 eV

Geometry (Å):
C 1.47835 4.02787 1.55081
O 0.45809 3.08469 1.35683
C -0.10457 3.13538 0.06433
C -1.11742 2.00090 -0.08535
N -0.50707 0.70829 -0.29416
C -0.55188 0.15630 -1.53679
O -1.11468 0.70487 -2.47110
C 0.07847 -1.18378 -1.67244
C 0.28721 -1.69174 -2.95042
C 0.84631 -2.94346 -3.12040
C 1.19291 -3.69752 -2.01025
C 0.98492 -3.19842 -0.73597
C 0.43246 -1.93910 -0.55448
C 0.18371 -1.38832 0.81552
C -1.16739 -1.88460 1.36558
O -1.23958 -2.49641 2.41015
N -2.22008 -1.61255 0.57839
C -3.58263 -1.92075 0.93993
C -4.42361 -0.64018 0.98135
N -4.14421 0.21877 -0.15908
C -4.58914 -0.34455 -1.41938
C -4.70832 1.53955 0.02940
C 0.26892 0.15011 0.79151
C 1.72912 0.55943 0.74555
C 2.43518 0.64473 1.94044
C 3.77178 0.99345 1.95311
C 4.39994 1.25518 0.74875
F 5.70388 1.60646 0.74993
C 3.72671 1.17273 -0.45461
C 2.38761 0.82093 -0.44790
H 1.82993 3.90122 2.57226
H 2.31047 3.85975 0.85607
H 1.10524 5.05046 1.41494
H -0.61392 4.10037 -0.08353
H 0.68248 3.04338 -0.69847
H -1.74706 2.19036 -0.95631
H -1.73440 1.96192 0.81580
H -0.00010 -1.08392 -3.79541
H 1.01015 -3.33309 -4.11371
H 1.62838 -4.67747 -2.13716
H 1.25201 -3.78731 0.12908
H 0.93912 -1.76418 1.51250
H -2.12616 -0.98672 -0.20730
H -3.56822 -2.39684 1.92245
H -3.99569 -2.63193 0.21661
H -4.15758 -0.07796 1.88033
H -5.49146 -0.91192 1.05094
H -5.68388 -0.45176 -1.46929
H -4.13671 -1.32068 -1.57643
H -4.26273 0.31045 -2.22565
H -4.41881 2.16948 -0.80988
H -4.31586 1.97755 0.94608
H -5.80753 1.52541 0.09266
H -0.15730 0.54324 1.72162
H 1.92796 0.44443 2.87209
H 4.32597 1.06880 2.87517
H 4.24531 1.38206 -1.37693
H 1.86097 0.75943 -1.38830

Mulliken population analysis, charges in e, atoms 1 to 6:
1 C -0.839
2 O -0.265
3 C -0.895
4 C -0.820
5 N 0.529
6 C 0.397

4.
C23H28HfNO2 | wB97M-V/def2-TZVPD

## Properties
- Total charge: +1
- LUMO: -3.15 eV
- DFT total energy: -31191.794 eV
- HOMO-LUMO gap: 8.68 eV
- Energy above the lowest of the compared OMol25 structures with the same formula, charge and spin: 0.000 eV
- Highest occupied orbital energy: -11.828 eV

Geometry (Å):
C -2.40726 2.23462 1.15055
C -1.08041 2.52914 0.71446
C -0.78748 1.70797 -0.41503
H -0.45747 3.34457 1.08143
C -1.94212 0.88506 -0.66981
C -2.94300 1.23206 0.28918
H -2.09441 0.26822 -1.55370
C 0.05512 0.32934 3.92237
C 0.28204 1.50050 3.13626
C 1.15427 1.14683 2.05077
H -0.01732 2.51303 3.40756
C 1.44377 -0.25569 2.17232
C 0.77411 -0.75029 3.34280
H 0.06793 1.80952 -1.08226
H -3.96980 0.86599 0.28374
H -2.95168 2.76152 1.93422
H 0.88095 -1.75822 3.74737
H 1.64136 1.81799 1.34166
H -0.50478 0.28722 4.85519
Hf -0.89060 0.12130 1.42380
C 1.96343 -1.10667 1.03587
C 2.46343 -2.44795 1.58281
C 3.06442 -0.39501 0.24310
H 3.14694 -2.26075 2.41952
H 3.01243 -3.00038 0.81464
H 1.63495 -3.07075 1.93242
H 3.86909 -0.08561 0.92609
H 2.70895 0.49838 -0.29024
H 3.48969 -1.08502 -0.49863
C 0.69240 -1.25024 0.11824
C 0.58451 -2.50238 -0.74710
H 0.58813 -0.35405 -0.52951
H -0.23157 -1.49936 0.78476
O 0.22241 -3.50345 -0.13944
N 0.75411 -2.37408 -2.12197
C -0.35508 -1.69017 -2.83430
H 0.93208 -3.29239 -2.52574
C 0.01806 -0.30662 -3.31452
C -0.95700 0.47407 -3.95315
H -1.94296 0.03902 -4.14138
C -0.66932 1.78620 -4.32466
H -1.44427 2.39766 -4.78863
C 0.61051 2.30876 -4.10243
H 0.83585 3.33756 -4.39132
C 1.60365 1.50895 -3.52539
H 2.61420 1.89050 -3.37554
C 1.31030 0.19174 -3.14177
H 2.07755 -0.47050 -2.73561
H -1.23625 -1.61381 -2.16939
H -0.66366 -2.31327 -3.69029
C -3.44460 -0.48179 3.30802
O -2.31579 -0.48794 2.45481
H -3.69363 -1.51375 3.57135
H -4.28979 -0.00406 2.80161
H -3.20640 0.08646 4.21488

Mulliken population analysis, charges in e, atoms 1 to 6:
1 C -0.457
2 C -1.416
3 C 0.109
4 H 0.624
5 C -0.324
6 C -1.061